68
Properties=species:S:1:pos:R:3:forces:R:3 method="wB97M-V/def2-TZVPD" homo_ev="-10.595 / -11.863" spin_multiplicity=5 charge=+1 orbital_gap_ev="8.108 / 6.653" e_above_lowest_ev=0.2747 lumo_energy_ev="-2.49 / -5.21"
Pt 0.50169 1.68480 0.34485 1.1 -1.6 -1.3
C 1.56509 4.45540 -0.64970 -1.1 -0.9 -0.6
C 0.14603 4.33165 -1.35965 -0.1 1.1 0.6
N -0.53087 3.04734 -1.11850 1.4 -0.3 -0.5
C -1.88758 3.08146 -0.73570 -2.3 -0.3 0.9
C -2.10175 3.55741 0.70826 -0.9 0.3 0.1
S -1.11475 2.66469 1.91810 -0.4 -0.6 1.1
C -0.02850 3.91426 2.73525 -0.7 0.8 -2.2
C 0.75265 4.63584 1.60731 1.8 -1.0 2.0
N 1.50523 3.78189 0.65656 0.0 0.3 0.4
H 2.29911 3.91856 -1.24266 0.0 -0.1 -0.1
H 1.87599 5.49561 -0.56264 -0.2 0.1 0.0
H -0.59106 5.13657 -1.05965 1.0 -0.7 -0.1
H 0.24322 4.41056 -2.43695 0.4 0.3 -0.1
H -0.36317 2.44984 -1.91280 0.0 -0.2 -0.2
H -2.55211 3.72200 -1.33139 0.3 0.0 -0.3
H -2.33863 2.06171 -0.79749 0.6 0.6 -0.1
H -1.86372 4.60773 0.88465 -0.2 0.1 -0.4
H -3.19607 3.42429 0.90681 1.0 0.1 0.2
H -0.64576 4.71169 3.19341 0.2 -0.8 0.2
H 0.54219 3.32222 3.41521 0.5 -0.2 0.5
H 0.02222 5.23287 1.14414 -0.5 0.8 -1.1
H 1.51736 5.28031 2.06237 -0.5 0.2 0.1
H 2.46745 3.61632 1.03193 -1.0 -0.1 -0.3
F 1.85698 1.54780 -1.44392 -0.4 0.1 0.5
N 0.10636 -0.23378 -0.16591 -0.5 1.2 0.6
P -0.41190 -1.78387 -0.48632 0.0 -0.2 -0.4
C -0.07349 -2.77690 0.96617 -1.3 -1.5 0.6
C 0.58550 -2.29218 2.07808 0.3 -0.4 0.4
C 0.71726 -3.13501 3.22698 1.6 2.7 -0.1
C 0.20941 -4.37706 3.25225 -0.8 -1.7 0.9
C -0.59872 -4.82724 2.22077 0.2 -0.3 -1.6
C -0.68481 -4.07919 1.05174 1.7 2.0 2.8
C -2.17865 -1.79574 -0.90969 1.3 -0.2 1.6
C -3.03626 -1.73490 0.17382 -0.9 -0.7 1.9
C -4.35931 -2.13320 0.00905 -0.5 0.9 -0.3
C -4.85722 -2.39620 -1.26708 1.6 -0.2 -0.3
C -3.98915 -2.39634 -2.38070 -0.3 0.5 1.4
C -2.62957 -2.14516 -2.15203 -0.6 -0.2 -1.8
C 0.51647 -2.42890 -1.84890 1.6 1.0 -1.0
C 0.47466 -3.74457 -2.35843 0.2 2.0 0.7
C 1.38592 -4.13557 -3.29468 -0.1 -0.2 -0.8
C 2.31704 -3.25345 -3.82063 -0.1 0.6 1.5
C 2.44050 -1.98509 -3.24726 -1.3 0.3 -0.9
C 1.49962 -1.49585 -2.32958 -0.3 -3.4 0.1
H 1.02819 -1.30390 1.99578 -0.1 0.0 0.6
H 1.29154 -2.77647 4.10716 -0.4 -0.1 -0.9
H 0.38205 -5.04477 4.10924 -0.1 0.5 -0.3
H -1.08497 -5.80511 2.25995 0.2 0.4 0.0
H -1.29184 -4.38962 0.31297 -1.9 -1.2 -2.6
H -2.71658 -1.57450 1.24131 0.1 0.1 -1.4
H -5.08009 -2.12256 0.82938 0.5 -0.1 0.0
H -5.87635 -2.67930 -1.35150 -0.8 -0.1 -0.3
H -4.40361 -2.53163 -3.36650 0.2 -0.3 -0.2
H -1.93892 -2.21834 -2.99196 -0.1 0.1 0.2
H -0.28349 -4.40044 -2.05371 -0.9 -1.0 0.5
H 1.26912 -5.12680 -3.67915 0.2 -0.4 -0.3
H 2.98143 -3.54697 -4.59707 0.4 -0.2 -0.5
H 3.10421 -1.30481 -3.73065 0.7 0.5 0.1
H 1.55203 -0.55422 -1.87063 0.3 1.5 0.1
C 3.55913 0.14491 1.05492 -1.6 -0.3 -0.4
S 2.98927 0.97443 2.51159 -1.9 -0.1 -1.1
O 3.49430 2.33716 2.53545 0.0 -0.5 0.2
O 1.44851 1.02827 2.13576 1.7 -0.2 1.5
O 3.16220 0.08553 3.63153 0.0 0.7 -0.2
H 3.50546 0.82669 0.21179 -0.3 0.0 -0.1
H 2.86336 -0.72185 0.92598 0.6 0.8 -0.1
H 4.53015 -0.23829 1.10288 1.6 -0.4 0.6

=====

9
Properties=species:S:1:pos:R:3:forces:R:3 method="wB97M-V/def2-TZVPD" homo_ev=-9.572 spin_multiplicity=1 charge=0 smiles="CC(=O)N(Cl)Br" orbital_gap_ev=9.310 e_above_lowest_ev=2.3759 lumo_energy_ev=-0.26
C 0.41247 0.43277 -0.01710 0.1 -1.4 -2.8
C -0.56793 0.38652 1.00431 -0.6 -1.3 1.7
N 0.11250 -0.60948 -1.16950 1.4 2.1 0.8
O 1.16638 1.31580 -0.19071 1.3 0.4 -0.7
Cl -0.30964 -2.19368 -0.71869 0.1 -0.2 0.2
Br 1.57336 -0.53012 -2.38581 -0.4 -0.3 0.1
H -0.60607 -0.66712 1.40849 -0.4 1.5 0.1
H -1.42528 0.62701 0.41685 -1.4 -0.1 0.1
H -0.35578 1.23830 1.65217 -0.2 -0.6 0.5

=====

12
Properties=species:S:1:pos:R:3:forces:R:3 method="wB97M-V/def2-TZVPD" homo_ev=-8.649 spin_multiplicity=1 charge=0 smiles="NC1=NCC=C1" orbital_gap_ev=9.684 e_above_lowest_ev=1.5492 lumo_energy_ev=1.03
C 0.08129 1.04578 0.06180 1.7 2.0 -1.4
C 1.34723 0.57794 0.10651 -0.7 -0.6 0.1
C -0.81179 -0.09618 0.10607 2.9 -2.7 0.0
C 1.33358 -0.90657 0.07718 -3.8 1.5 2.0
N -0.12883 -1.22970 0.14522 -0.4 0.9 -0.1
N -2.14938 -0.10030 0.14757 -4.2 2.0 -0.9
H -0.07035 2.06369 -0.38860 -0.5 -0.9 1.2
H 2.31009 1.00512 -0.01531 0.4 1.2 -0.1
H 1.62551 -1.09923 -0.90010 1.2 -1.2 -1.7
H 1.81491 -1.36509 0.92030 0.7 -0.6 -0.1
H -2.65079 0.85425 0.20821 1.4 -2.2 -0.2
H -2.70147 -0.74970 -0.46884 1.3 0.8 1.2

=====

12
Properties=species:S:1:pos:R:3:forces:R:3 method="wB97M-V/def2-TZVPD" homo_ev=-7.212 spin_multiplicity=1 charge=0 orbital_gap_ev=6.316 e_above_lowest_ev=1.1581 lumo_energy_ev=-0.90
H -2.27468 1.02172 -1.10930 0.4 0.0 0.2
C -2.03094 0.50869 -0.17018 0.5 0.2 0.6
C -1.97812 1.43446 1.03520 1.0 0.6 -0.6
O -0.52567 1.60708 0.97828 -0.1 0.6 0.6
C -0.27635 0.52580 0.11747 -1.5 -0.8 -2.5
O 0.50752 0.59715 -0.88531 -0.3 0.1 0.5
K 0.41619 -2.32963 -1.13310 0.0 1.0 0.3
O 0.01526 -0.63687 0.90226 -0.2 -1.9 0.9
H -2.79497 -0.26678 -0.02623 0.6 -0.5 -0.1
H -2.25284 0.95273 1.98464 -0.1 0.3 -0.2
H -2.42429 2.42624 0.87479 -0.1 -0.3 0.5
H 0.51157 -0.44949 1.70332 0.0 0.6 0.0

=====

20
Properties=species:S:1:pos:R:3:forces:R:3 method="wB97M-V/def2-TZVPD" homo_ev=-12.600 spin_multiplicity=1 charge=+1 orbital_gap_ev=8.419 e_above_lowest_ev=0.9416 lumo_energy_ev=-4.18
C 2.75799 0.08776 0.01018 2.7 2.0 -3.6
C 1.04241 -1.28432 0.39274 -3.2 -0.1 -0.5
C 0.28945 -0.49964 -1.23241 0.7 -0.3 0.8
N 2.15637 -0.74589 0.83290 -1.1 -1.5 4.5
N 0.22967 -2.01962 1.13145 0.6 0.7 -2.3
N 0.10863 -1.53020 -2.15915 -0.4 0.3 0.1
N -0.88306 0.15911 -0.96874 -0.5 0.3 0.6
N -0.52471 2.32450 1.45746 1.2 -3.3 3.2
S 4.33492 0.42321 0.15819 -0.3 0.6 0.1
S 1.85322 0.56798 -1.46882 -0.7 -0.6 0.9
H 2.59140 -0.73700 1.85628 -1.2 -0.6 -2.7
H 0.39616 -2.09858 2.07600 0.4 -0.6 2.5
H -0.64792 -2.40614 0.80248 0.3 0.2 -0.3
H -0.79191 -1.49583 -2.67446 1.2 0.1 0.4
H 0.92973 -1.63822 -2.73002 -0.1 -0.4 -0.4
H -0.87721 0.98172 -0.35518 0.2 -0.4 0.0
H -1.80631 -0.31608 -1.03013 1.3 0.3 0.0
H -0.63052 3.18456 1.07868 -0.4 3.5 -1.7
H 0.42960 2.36180 1.94173 -1.9 -0.1 -0.8
H -1.23608 2.30486 2.22889 1.0 -0.2 -0.9

=====

108
Properties=species:S:1:pos:R:3:forces:R:3 method="wB97M-V/def2-TZVPD" homo_ev=-5.298 spin_multiplicity=1 charge=-1 orbital_gap_ev=7.050 lumo_energy_ev=1.75
C 1.21077 1.80384 3.13301 0.4 0.0 0.2
C 1.47960 0.99910 1.87838 -0.3 -0.3 -0.6
O 0.36150 0.11240 1.68969 -0.3 -0.2 0.3
C 1.56575 1.85276 0.60295 -1.0 0.1 0.7
O 2.91018 1.96431 0.20078 -0.6 0.2 -0.2
C 3.38156 2.93118 -0.70003 1.2 0.0 0.3
C 2.31575 3.80580 -1.34527 -0.2 0.4 -0.5
O 1.20396 3.42927 -1.58513 0.0 -0.2 0.3
N 2.64200 5.18685 -1.78571 -0.6 -0.8 0.7
C 1.57637 6.04685 -1.59277 -0.3 0.5 -1.1
O 1.14407 6.78334 -2.41633 0.0 0.3 0.0
F 1.06032 6.02603 -0.36803 0.2 -0.3 0.4
C 4.05829 2.02346 -1.82318 -0.4 -0.7 0.2
C 4.93152 2.71984 -2.84384 1.2 0.0 -0.9
C 5.74425 1.76398 -3.77546 -0.1 0.0 0.0
C 7.08231 2.38923 -4.10433 -0.4 0.3 -0.5
N 8.26739 1.66618 -3.84718 0.3 0.3 -0.1
O 7.08599 3.49500 -4.60243 0.2 0.1 0.4
C 2.93441 1.11582 -2.38461 -0.3 -0.5 -2.0
C 2.73231 1.16067 -3.90256 0.8 1.4 0.9
C 2.17108 2.39139 -4.48498 0.0 -1.1 -0.7
O 1.40758 1.18935 -4.33897 -0.7 -0.4 -0.1
O 4.85837 1.03124 -1.11382 0.1 1.0 0.1
S 6.12136 1.52385 -0.26648 2.1 -0.9 1.6
O 7.23406 1.89382 -1.07860 -0.9 0.8 -1.0
O 6.43559 0.41680 0.58345 -0.8 -0.2 0.0
C 5.52924 2.91133 0.82117 -0.4 -0.5 0.2
Br 4.92271 2.03697 2.47055 -0.3 0.0 -0.3
C 6.80014 3.82087 1.25693 1.8 1.1 1.7
O 7.58340 4.17572 0.36526 -1.0 -0.4 0.2
O 6.84628 4.08003 2.49441 -0.7 -0.5 -1.9
C 4.41011 3.79950 0.15270 0.6 -0.2 -0.3
C 3.54724 4.55595 1.17856 0.1 0.5 0.3
C 4.15527 5.20690 2.40589 0.0 -0.6 0.8
O 3.82447 4.92427 3.50587 -0.3 0.1 0.2
F 4.99872 6.21422 2.22321 0.1 0.3 -0.7
N 5.15057 4.68883 -0.73313 -0.6 -0.3 -0.1
C 5.23422 5.88411 -0.63756 -0.1 -1.2 0.5
O 5.30011 7.02436 -0.54253 0.3 1.8 -0.4
H 1.58806 1.25958 3.99590 -0.1 0.0 0.2
H 0.14482 1.96687 3.26868 -0.2 -0.1 -0.2
H 1.69724 2.77693 3.11544 0.2 0.0 0.0
H 2.38043 0.39343 1.94507 0.3 0.2 0.1
H 0.67269 -0.78802 1.57988 0.1 0.0 -0.1
H 1.09183 2.81357 0.82350 0.2 0.2 -0.1
H 0.89971 1.37600 -0.11520 0.4 -0.1 -0.4
H 2.80779 5.19263 -2.78665 0.5 0.0 0.0
H 4.40996 3.40220 -3.50959 -0.5 0.1 0.2
H 5.70661 3.33402 -2.40335 -0.3 0.1 0.6
H 5.23729 1.74775 -4.73777 -0.1 -0.4 -0.1
H 5.87282 0.76935 -3.36303 -0.1 -0.1 0.0
H 8.99958 2.36932 -3.78908 0.1 0.0 0.1
H 8.52077 1.10152 -4.65241 -0.3 -0.4 0.1
H 1.92863 1.32313 -2.03956 0.1 0.1 0.6
H 3.14662 0.06246 -2.22526 0.2 0.1 0.8
H 3.44960 0.62249 -4.50439 -0.2 -0.3 -0.2
H 1.83903 3.19378 -3.85099 0.0 0.3 -0.1
H 2.40540 2.52886 -5.53025 0.0 0.8 0.0
H 2.99164 5.35373 0.68848 0.2 0.2 -0.3
H 2.77644 3.92777 1.60238 0.2 -0.4 0.0
C -3.46645 -4.97506 -0.24729 0.1 -0.1 -0.1
O -3.55640 -4.65266 -1.62160 -0.1 0.0 0.2
C -4.48126 -3.60774 -1.90336 -0.2 0.0 -0.4
C -3.76929 -2.34135 -2.33239 0.2 -0.1 0.2
N -3.05074 -1.73550 -1.21964 0.0 0.0 -0.1
C -2.12490 -0.66755 -1.59591 0.0 -0.1 0.3
C -0.95681 -1.00928 -2.51761 0.1 0.4 0.0
O 0.02544 -1.85030 -1.93641 -0.1 -0.1 0.0
C -0.25919 -3.23469 -1.97236 0.2 0.1 0.1
H -2.88335 -5.89126 -0.15740 0.0 0.0 -0.1
H -2.95162 -4.18732 0.31415 -0.1 0.0 0.1
H -4.45522 -5.13831 0.18687 0.0 0.1 0.1
H -5.14240 -3.41995 -1.05217 0.1 0.0 0.1
H -5.10022 -3.95234 -2.73790 0.0 0.0 0.0
H -4.50700 -1.62725 -2.71131 0.0 0.0 0.0
H -3.09824 -2.60867 -3.16023 -0.1 0.0 -0.1
H -2.52763 -2.45340 -0.73748 0.0 0.0 0.0
H -1.70238 -0.27649 -0.66650 0.0 0.1 0.0
H -2.69954 0.14739 -2.04753 0.0 0.0 -0.1
H -0.44055 -0.07179 -2.74101 0.0 0.0 0.0
H -1.28455 -1.41212 -3.48385 0.0 -0.1 0.1
H -0.82200 -3.51380 -2.86676 -0.1 0.0 0.0
H -0.80159 -3.55383 -1.07751 -0.1 -0.1 -0.1
H 0.69299 -3.76659 -1.98359 0.0 0.0 0.0
C -9.10770 -6.27065 4.17466 0.0 0.1 -0.1
O -9.04920 -4.91230 4.56135 0.1 -0.2 0.0
C -8.20779 -4.65619 5.67976 -0.1 0.3 0.2
C -6.96162 -3.89838 5.27282 0.0 -0.2 -0.2
N -6.06612 -4.73336 4.48304 0.0 0.1 0.0
C -4.97675 -4.00931 3.83002 0.0 -0.2 0.0
C -5.32775 -2.93693 2.80320 0.3 0.2 0.0
O -5.90213 -3.43294 1.60760 -0.2 0.0 0.1
C -7.29449 -3.68102 1.65813 0.1 -0.1 -0.2
H -9.91052 -6.36904 3.44567 0.0 0.0 0.0
H -8.17584 -6.60048 3.70255 0.0 -0.1 0.1
H -9.32781 -6.91809 5.02840 0.0 0.0 0.0
H -7.95462 -5.57964 6.20843 0.1 -0.1 -0.1
H -8.78112 -4.02706 6.36656 0.0 0.0 0.0
H -6.43706 -3.56473 6.17289 0.0 0.0 0.0
H -7.28843 -3.00790 4.71981 0.0 0.1 0.1
H -6.60295 -5.20998 3.77139 0.0 0.0 0.0
H -4.36140 -4.75720 3.32321 0.1 0.0 0.0
H -4.34834 -3.55754 4.60366 0.0 0.1 0.0
H -4.38958 -2.46574 2.49952 0.0 0.0 0.0
H -5.94740 -2.13591 3.22299 -0.1 -0.1 0.0
H -7.81258 -2.97816 2.31466 0.0 0.0 0.1
H -7.50514 -4.70822 1.96967 -0.1 0.0 0.1
H -7.68656 -3.56212 0.64712 0.0 0.0 0.0